Entry 1:
Computed, not measured: a molecular structure, C22H21F3N2O4S3 in a non-equilibrium geometry, with ωB97M-V/def2-TZVPD.

Geometry as XYZ:
```
55
Properties=species:S:1:pos:R:3:nbo_charge:R:1
C 0.10910 1.17018 -2.31702 -0.25
O 0.36791 0.67147 -0.99393 -0.59
C 0.26137 -0.67792 -0.70123 0.10
C -1.00711 -1.36546 -1.07084 -0.02
C -1.13224 -2.07967 -2.28409 -0.22
C -2.32202 -2.75043 -2.58161 -0.22
C -3.41047 -2.67155 -1.70971 -0.21
C -3.31241 -1.90972 -0.54461 -0.19
C -2.11346 -1.26580 -0.22911 -0.21
C 1.53306 -1.34580 -0.75391 0.02
N 1.79980 -2.68942 -0.86500 -0.39
C 0.81949 -3.74657 -0.62204 -0.41
C 3.10534 -2.98882 -1.21808 0.16
C 3.54248 -4.39885 -1.42712 -0.65
C 3.88600 -1.87480 -1.30111 -0.24
C 5.35444 -1.81862 -1.49931 -0.63
S 2.96421 -0.42911 -1.08686 0.43
H 0.16502 2.24912 -2.18810 0.22
H 0.90844 0.79920 -2.97972 0.17
H -0.88857 0.85912 -2.65163 0.19
H -0.29135 -2.09389 -2.98385 0.22
H -2.39378 -3.33474 -3.50151 0.22
H -4.33589 -3.20401 -1.94406 0.22
H -4.16099 -1.80401 0.13255 0.22
H -2.03116 -0.66528 0.67702 0.22
H 1.30863 -4.60042 -0.13750 0.21
H 0.01426 -3.39531 0.03138 0.23
H 0.39061 -4.09629 -1.57288 0.21
H 4.55575 -4.40099 -1.84917 0.23
H 3.58659 -4.97137 -0.48666 0.22
H 2.89979 -4.95367 -2.12905 0.23
H 5.77902 -2.82682 -1.49788 0.22
H 5.62334 -1.33526 -2.44829 0.22
H 5.82849 -1.25019 -0.68756 0.23
F 2.68289 0.08551 2.12036 -0.33
C 1.71336 1.03841 1.88660 0.82
F 1.58500 1.77983 3.01899 -0.31
F 2.19277 1.86752 0.90734 -0.32
S 0.16736 0.19682 1.49808 0.46
N -0.76067 1.87530 1.90954 -0.85
C -1.20822 2.23181 3.19433 0.67
O -1.02406 1.57360 4.20666 -0.55
C -1.93530 3.52742 3.05769 -0.15
C -2.15318 3.86258 1.74165 -0.23
C -2.82656 5.02396 1.35343 -0.21
C -3.33684 5.86454 2.35190 -0.19
C -3.14768 5.52810 3.71011 -0.20
C -2.45431 4.36205 4.05708 -0.15
S -1.41291 2.72695 0.62367 2.30
O -0.40800 3.43457 -0.11768 -0.91
O -2.38777 1.89946 -0.04962 -0.91
H -2.94269 5.24225 0.29600 0.24
H -3.87496 6.77617 2.07753 0.22
H -3.55506 6.19970 4.47135 0.22
H -2.31687 4.09916 5.10747 0.24
```

Output
HOMO = -6.4 eV
Kohn-Sham gap = 0.2332 Ha
LUMO energy = -0.064 eV
DFT total energy = -2755.446678 hartree

---

Entry 2:
Computed, not measured: a molecular structure, C22H21F5IrN7O2Se, with ωB97M-V/def2-TZVPD.

Geometry as XYZ:
```
59
Properties=species:S:1:pos:R:3:nbo_charge:R:1
Ir 1.02935 0.10312 -1.32190 1.13
N 3.10424 -0.65530 -0.87989 -0.85
C 3.38607 -0.42732 0.55379 -0.18
C 4.51988 -1.31129 1.11771 -0.42
C 4.47168 -2.84574 0.91503 -0.42
C 3.36660 -3.73046 1.52381 -0.22
N 3.32650 -3.67445 2.98341 -0.55
C 2.26819 -3.67269 3.78536 0.69
N 1.02855 -3.82548 3.31890 -0.75
N 2.45692 -3.63555 5.10395 -0.75
C 2.07555 -0.57600 1.36379 0.75
O 2.12629 -0.39455 2.56283 -0.61
O 1.01277 -0.89122 0.68365 -0.78
H 3.11087 -1.65537 -1.06317 0.40
H 3.82703 -0.23910 -1.46228 0.42
H 3.67618 0.61623 0.68620 0.25
H 4.59853 -1.07797 2.17894 0.25
H 5.44460 -0.97877 0.64133 0.23
H 5.41632 -3.22989 1.30630 0.23
H 4.48591 -3.06311 -0.15669 0.21
H 3.60274 -4.76027 1.24784 0.23
H 2.39064 -3.49495 1.10460 0.20
H 4.23005 -3.68086 3.43068 0.41
H 0.81395 -3.58095 2.36616 0.42
H 0.26633 -3.70953 3.96450 0.42
H 3.37405 -3.55548 5.50668 0.43
H 1.67574 -3.56630 5.73130 0.43
N -9.44766 1.44074 -0.34321 -0.22
C -8.38759 1.07624 -0.59255 0.24
C -7.05962 0.65708 -0.92319 -0.13
C -6.01732 0.87288 -0.02398 -0.14
C -4.72408 0.53859 -0.37493 -0.18
C -4.46100 0.00121 -1.63028 0.11
C -5.50351 -0.25325 -2.51171 -0.21
C -6.80096 0.06774 -2.15843 -0.14
N -3.11417 -0.27199 -2.02043 -0.30
C -2.70531 -1.11509 -3.03467 -0.05
C -1.35264 -1.05562 -3.07764 -0.06
N -0.92304 -0.17929 -2.10320 -0.60
C -2.01263 0.26991 -1.48514 0.24
H -6.22391 1.30651 0.94411 0.25
H -3.92925 0.69252 0.34244 0.21
H -5.32243 -0.67981 -3.48845 0.23
H -7.61369 -0.12096 -2.84519 0.25
H -3.38976 -1.69697 -3.62352 0.26
H -0.67054 -1.56237 -3.73728 0.24
H -1.99972 0.98691 -0.68364 0.23
F 1.02368 7.56562 -2.22749 -0.24
C 0.95715 6.36430 -1.71262 0.33
C -0.20935 5.94925 -1.07428 0.28
F -1.24881 6.75718 -1.00023 -0.26
C -0.26482 4.68108 -0.53396 0.35
F -1.37338 4.25611 0.07244 -0.29
C 0.81426 3.80608 -0.63126 -0.39
Se 0.72437 2.12288 0.21670 0.34
C 1.96535 4.23696 -1.28397 0.33
F 2.99446 3.39320 -1.38230 -0.30
C 2.04781 5.50484 -1.82157 0.32
F 3.14258 5.90079 -2.44339 -0.27
```

Output
HOMO (alpha / beta) = -13.9 / -13.9 eV
Kohn-Sham gap (alpha / beta) = 0.3201 / 0.2064 Ha
Total charge = +2
Spin multiplicity = 5
LUMO energy (alpha / beta) = -5.147 / -8.293 eV
DFT total energy = -4389.210227 hartree

---

Entry 3:
Computed, not measured: a single C22H21N3O3S molecule in a non-equilibrium geometry, with ωB97M-V/def2-TZVPD.

Geometry as XYZ:
```
50
Properties=species:S:1:pos:R:3:nbo_charge:R:1
C -2.43233 3.48491 -4.05594 -0.37
C -2.06179 2.55730 -3.19221 -0.20
C -0.77536 1.81770 -3.27927 -0.54
S 0.42442 2.38291 -1.99288 0.31
C -0.24692 1.63318 -0.59420 0.28
N 0.22260 1.70252 0.60988 -0.32
N -0.61372 0.97644 1.38553 -0.32
C -1.54313 0.49768 0.63072 0.48
C -2.70937 -0.33790 0.98607 -0.49
C -3.05850 -0.29753 2.47816 -0.39
C -2.47754 -1.45202 3.29701 -0.39
C -0.95495 -1.40168 3.49270 -0.43
C -0.16269 -2.42474 2.66217 -0.23
N 0.62766 -1.80122 1.60624 -0.46
C 0.21442 -1.95385 0.30215 0.69
O -0.80078 -2.57366 0.02866 -0.62
C 1.05287 -1.33406 -0.73625 -0.18
C 0.72093 -1.48487 -2.06714 -0.13
C 1.48864 -0.86977 -3.06015 -0.25
C 2.56518 -0.08997 -2.72266 -0.13
C 2.93007 0.09431 -1.37338 -0.09
C 4.01477 0.90380 -0.97783 -0.15
C 4.32855 1.05467 0.34727 -0.22
C 3.58693 0.39706 1.33331 -0.11
C 2.51990 -0.40268 0.98513 -0.16
C 2.16801 -0.55407 -0.37009 0.08
C 1.75284 -1.10040 2.02829 0.69
O 2.07031 -1.09976 3.19759 -0.57
O -1.37131 0.88342 -0.66619 -0.45
H -3.36876 4.00617 -3.96113 0.20
H -1.81476 3.75444 -4.89677 0.19
H -2.68982 2.30450 -2.34925 0.21
H -0.90272 0.74542 -3.13391 0.24
H -0.26288 2.01282 -4.21982 0.23
H -3.54969 0.01641 0.38301 0.23
H -2.50162 -1.36610 0.67186 0.27
H -2.72130 0.64930 2.90148 0.22
H -4.14604 -0.33837 2.57076 0.21
H -2.76646 -2.39683 2.83191 0.19
H -2.95623 -1.41964 4.27787 0.21
H -0.72563 -1.57721 4.54303 0.22
H -0.59594 -0.40179 3.24839 0.25
H 0.54149 -2.95918 3.30400 0.22
H -0.82391 -3.14455 2.17770 0.23
H -0.14088 -2.08441 -2.32277 0.24
H 1.22005 -1.00665 -4.09747 0.22
H 3.14803 0.39962 -3.48914 0.21
H 4.58956 1.40812 -1.74093 0.21
H 5.15533 1.68412 0.63994 0.22
H 3.83246 0.50609 2.37854 0.24
```

Output
HOMO = -8.5 eV
Kohn-Sham gap = 0.2880 Ha
LUMO energy = -0.696 eV
DFT total energy = -1639.145003 hartree
Structure (SMILES) = C=CCSc1nnc(CCCCCN2C(=O)c3cccc4cccc(c34)C2=O)o1